{"formula": "C4H9N", "method": "wB97M-V/def2-TZVPD", "total_charge": 0, "multiplicity": 1, "orbital_gap_ha": 0.32449, "de_lowest_kcal_mol": 35.5, "e_tot_ha": -212.4946, "homo_ev": -7.8, "smiles": "C=C(C)NC", "elements": ["H", "H", "C", "H", "H", "C", "C", "H", "H", "C", "H", "H", "H", "N"], "xyz": [[1.920, 0.105, 1.743], [-1.461, -1.328, -1.547], [0.933, -0.040, 1.628], [-2.861, -0.333, -0.709], [0.482, -1.013, 2.042], [1.415, 0.312, -0.806], [0.501, 0.128, 0.162], [-1.674, 0.406, -1.921], [-1.272, -0.214, 0.913], [-1.687, -0.369, -1.085], [0.409, 0.625, 2.282], [2.383, -0.098, -0.556], [1.261, 0.820, -1.764], [-0.880, 0.121, 0.018]], "forces_ev_per_angstrom": [[3.5, 0.0, 0.5], [0.3, -0.3, 0.4], [-4.6, -2.5, -1.0], [3.1, -0.3, -1.0], [1.3, 0.8, -0.6], [-0.1, 0.0, 0.1], [0.1, 0.0, 0.1], [0.0, -1.0, 0.9], [0.1, 0.5, -0.9], [-2.7, 2.4, -0.6], [-0.3, 1.2, 0.0], [0.4, 0.8, -0.1], [-0.2, -0.9, 0.2], [-0.8, -0.6, 1.9]]}